Entry 1:
ORCA calculation (ωB97M-V/def2-TZVPD) on a single C22H33N3O3S molecule at a distorted geometry.

Output
* energy: -44773.66410 eV
* orbital gap: 7.70 eV

ORCA input file:
```
! wB97M-V def2-TZVPD RIJCOSX def2/J DEFGRID3
* xyz 0 1
S 1.4660 2.2472 0.4742
O 2.8680 -0.9464 1.3384
O 0.2174 2.0946 0.8010
O -1.4008 1.9393 -3.0448
N 0.7934 1.5232 -2.7798
N -0.4463 -1.5242 4.4814
N 0.7574 -0.6548 1.1105
C -0.9383 -2.0531 -6.1887
C 0.0483 -3.8023 4.8563
C -2.0490 -0.1546 -4.8115
C 2.0390 -0.4181 0.9093
C 0.1082 -1.6673 -5.7168
C 0.5298 -2.3802 4.9441
C -0.6666 0.2613 6.1593
C -0.8586 0.0651 -4.1799
C 0.0736 -1.3734 2.3012
C -1.3037 -0.9786 5.3410
C 2.1424 0.5213 -0.1134
C 1.3888 3.2268 -1.0775
C -0.5704 1.1824 -3.3160
C -1.7535 3.7314 -1.4361
C -2.3791 -1.1046 -5.6506
C -1.4724 -2.9213 -7.1636
C -0.9509 2.9526 -2.0050
C -1.6984 0.7958 7.3188
C 0.1765 -0.5296 3.4673
C 0.3530 -0.4668 -4.7030
C 0.4144 2.7698 -2.0115
C 1.0902 -4.7221 5.3695
H 0.9246 -0.1205 3.8073
H 1.1398 4.3414 -1.0063
H -1.8802 -1.7590 6.1689
H -0.2518 0.0247 0.9924
H 0.0118 -4.1600 3.6564
H -0.6554 -0.0056 3.3813
H 0.8183 -2.2580 -5.8609
H -2.7455 3.8087 -1.7051
H 0.1997 -0.1523 6.8790
H 1.3646 -2.2271 4.4911
H 1.7803 0.6890 -1.0931
H -0.8161 -4.1126 5.3948
H 1.3471 -0.6345 -4.3795
H 2.4040 2.9346 -1.4834
H -0.6591 -2.7942 -8.0044
H -0.7252 -1.9652 2.0102
H 2.1761 -4.8518 4.9139
H 0.9967 -2.1051 2.3825
H -0.3959 0.9382 5.5848
H -2.7977 0.6492 -4.4403
H -1.1467 -3.9652 -6.7496
H 0.7632 -5.9993 5.4727
H 0.5858 -2.1708 6.1114
H -1.5855 4.9163 -1.5527
H 3.3389 0.7476 -0.2264
H -2.1153 -0.4624 5.0129
H -2.8161 1.2128 6.7750
H -2.4019 -3.1204 -7.4723
H 1.3325 -4.7540 6.5010
H -3.1727 -1.0876 -6.0740
H -1.0553 1.6722 7.8531
H -1.9879 0.0272 8.0287
H -1.5048 3.7455 -0.3371
*
```


Entry 2:
ORCA calculation (ωB97M-V/def2-TZVPD) on a single C22H33N3O4S molecule at a distorted geometry.

Output
* energy: -46846.82629 eV
* orbital gap: 9.77 eV
* SMILES string: CC[C@@H](C)NC(=O)[C@@H]1CCCN1C(=O)C1CCN(S(=O)(=O)c2ccc(C)cc2)CC1

ORCA input file:
```
! wB97M-V def2-TZVPD RIJCOSX def2/J DEFGRID3
* xyz 0 1
S -3.6777 1.0314 1.2747
O -3.9263 1.0327 2.6872
O 4.7587 1.6207 0.8206
O -4.3011 2.0344 0.4623
O 0.2788 -1.0126 -0.7320
N 3.8537 0.8365 -1.0962
N 2.2734 -0.9346 0.2609
N -2.0320 1.1861 1.0703
C 5.2907 1.1888 -3.0299
C -4.2438 -2.9471 0.9199
C -4.7514 -4.4703 -1.0154
C -0.1567 1.8096 -0.3422
C 6.1083 2.1933 -3.8321
C -4.5156 -3.1105 -0.4336
C -4.0663 -0.5866 0.6152
C 4.1239 -2.3525 -0.0668
C 0.1954 0.8479 1.9461
C 0.7966 0.9899 0.5378
C 3.3727 -0.3313 0.9857
C -4.0156 -1.6871 1.4465
C -1.2260 0.2981 1.8717
C 4.3913 1.8541 -1.9812
C -1.5848 1.2700 -0.3011
C 2.6105 -2.2694 -0.2217
C 4.0582 0.8254 0.2313
C 4.3761 -1.4820 1.1614
C 3.2426 2.6426 -2.6031
C 1.0710 -0.3929 -0.0423
C -4.3370 -0.7240 -0.7327
C -4.5631 -1.9851 -1.2524
H 2.2600 -2.3933 -1.2485
H -3.8183 -1.5392 2.4966
H 4.9946 2.5112 -1.3462
H -4.7792 -2.1030 -2.3042
H 0.8075 0.1880 2.5637
H 4.6242 -1.9295 -0.9389
H 2.6144 3.0651 -1.8225
H -4.8258 -5.2226 -0.2348
H -5.6681 -4.4801 -1.6019
H 3.6253 3.4564 -3.2107
H 5.9733 0.5121 -2.5104
H 3.2128 0.1717 -1.5022
H -1.6149 0.2847 -0.7851
H -4.2111 -3.8117 1.5668
H 5.3977 -1.1133 1.2276
H 3.0597 0.0623 1.9575
H 4.1460 -2.0385 2.0705
H 4.4677 -3.3752 0.0690
H -0.1573 2.8382 0.0224
H 5.4671 2.8299 -4.4354
H -3.9299 -4.7397 -1.6786
H -2.2655 1.9501 -0.8143
H 4.6740 0.5916 -3.7066
H 2.1044 -3.0181 0.3977
H 2.6326 1.9948 -3.2307
H 6.7903 1.6714 -4.4990
H -1.2132 -0.7162 1.4424
H -4.3855 0.1602 -1.3481
H 1.7433 1.5330 0.6129
H 6.6938 2.8223 -3.1661
H 0.1652 1.8333 2.4130
H -1.6799 0.2646 2.8628
H 0.1928 1.8044 -1.3759
*
```


Entry 3:
ORCA calculation (ωB97M-V/def2-TZVPD) on a single C22H33N3O5S molecule.

Output
* energy: -48894.05529 eV
* orbital gap: 9.55 eV
* SMILES string: COc1ccc(S(=O)(=O)NC[C@H]2CC[C@H](C(=O)NCCCN3CCCC3=O)CC2)cc1

ORCA input file:
```
! wB97M-V def2-TZVPD RIJCOSX def2/J DEFGRID3
* xyz 0 1
S -0.1741 -4.2333 -0.9084
O 3.7388 0.0280 -2.0907
O -0.5189 -4.8957 -2.1348
O -0.9215 3.4470 -1.2250
O -1.1756 2.5440 3.2536
O 0.3105 -5.0034 0.2003
N 0.5950 3.7782 0.4685
N -1.5083 -3.3475 -0.4309
N -2.2435 3.2096 1.3795
C -1.2783 5.4257 0.8848
C 1.8472 -1.3199 -2.8256
C -1.6235 2.2910 2.1521
C 2.0062 1.9172 0.1354
C 0.1735 5.0089 1.1122
C -2.2629 4.6101 1.7259
C 3.8312 0.6299 -3.3624
C 0.9465 -2.3241 -2.5121
C -0.6245 -1.4070 1.6850
C 2.8070 -0.9369 -1.8902
C -1.5881 0.8988 1.5312
C -1.9655 -3.4094 0.9419
C 2.8474 -1.5717 -0.6437
C -0.6784 -0.0288 2.3322
C 1.8620 3.2293 0.9098
C -2.9555 -1.0837 0.8324
C 1.0030 -2.9456 -1.2825
C 1.1156 2.1289 -1.0824
C 0.1188 3.1953 -0.6457
C 1.9515 -2.5760 -0.3454
C -2.0204 -2.0218 1.5970
C -2.9970 0.2993 1.4778
H 0.2062 -2.6485 -3.2257
H -2.4092 -2.1563 2.6122
H 3.6013 -1.2645 0.0632
H -1.3730 6.4756 1.1667
H 1.6743 2.5420 -1.9256
H -3.3883 0.2209 2.4945
H 1.6320 1.0842 0.7294
H 2.9177 1.1742 -3.6196
H -1.2083 0.9905 0.5074
H -2.9502 -3.8848 0.9984
H 0.3410 4.8783 2.1873
H -1.5293 5.3262 -0.1706
H 0.8349 5.8150 0.7615
H 2.6749 3.9305 0.6769
H -2.4090 3.0021 0.4050
H 0.3231 0.3996 2.4002
H 0.6099 1.2259 -1.4213
H -2.2298 -3.3847 -1.1300
H -2.0043 4.6747 2.7860
H 1.7962 -0.8509 -3.7950
H 0.0275 -2.0644 2.2629
H -0.2109 -1.3260 0.6770
H 1.8391 3.0763 1.9921
H 1.9801 -3.0958 0.5983
H -1.0644 -0.1041 3.3501
H 4.6618 1.3306 -3.2956
H -2.5990 -0.9923 -0.1956
H -3.6645 0.9514 0.9110
H 3.0396 1.7085 -0.1322
H -1.2498 -4.0396 1.4757
H 4.0443 -0.1097 -4.1395
H -3.2758 4.9988 1.5797
H -3.9622 -1.5068 0.8063
*
```